(1)
The following is a quantum chemistry calculation of 2 unconnected molecules or ions with the total composition C5H14OS in a non-equilibrium geometry, from OMol25.

Calculated values
LUMO	0.66	eV
total charge	0
2S+1	1
SMILES	CCCCSC.O
max |F|	1.410	eV Å⁻¹
ΔE to the lowest compared entry with this formula, charge and spin	36.1	kJ/mol
molar mass	122.23	g mol⁻¹
HOMO energy	-8.6	eV

Bonds (Å) are listed after each position.
Atoms and positions in Å:
1 C -1.89156 -1.28311 -1.74513  C2 1.551, H7 1.090, H8 1.085, H9 1.086
2 C -1.45080 -0.68858 -0.38168  C1 1.551, C3 1.548, H10 1.086, H11 1.092
3 C -0.10875 -1.24419 0.15492  C2 1.548, C4 1.539, H12 1.096, H13 1.090
4 C 1.08158 -0.95900 -0.77873  C3 1.539, S5 1.798, H14 1.089, H15 1.089
5 S 1.37489 0.79288 -1.05791  C4 1.798, C6 1.843
6 C 2.75704 1.09561 0.12250  S5 1.843, H16 1.090, H17 1.090, H18 1.082
7 H -2.53733 -2.13047 -1.51472  C1 1.090
8 H -1.11104 -1.71181 -2.36517  C1 1.085
9 H -2.38111 -0.53296 -2.35986  C1 1.086
10 H -1.44764 0.39672 -0.41551  C2 1.086
11 H -2.16046 -1.02015 0.37942  C2 1.092
12 H 0.05342 -0.74508 1.11706  C3 1.096
13 H -0.20878 -2.30544 0.38119  C3 1.090
14 H 0.93097 -1.48031 -1.72246  C4 1.089
15 H 1.99392 -1.44498 -0.43525  C4 1.089
16 H 2.39825 1.63286 1.00079  C6 1.090
17 H 3.06508 0.15319 0.57548  C6 1.090
18 H 3.57492 1.56594 -0.40622  C6 1.082
19 O -1.15864 3.31091 3.52079  H20 0.940, H21 0.946
20 H -1.71856 3.93305 3.09370  O19 0.940
21 H -1.05541 2.66493 2.83679  O19 0.946


(2)
The following is a quantum chemistry calculation of 2 unconnected molecules or ions with the total composition C5H14OS2 in a non-equilibrium geometry, from OMol25.

Calculated values
LUMO	0.61	eV
total charge	0
2S+1	1
SMILES	CCCSCSC.O
max |F|	2.979	eV Å⁻¹
ΔE to the lowest compared entry with this formula, charge and spin	86.8	kJ/mol
molar mass	154.30	g mol⁻¹
HOMO energy	-8.6	eV

Bonds (Å) are listed after each position.
Atoms and positions in Å:
1 C 0.00000 0.00000 0.00000  C2 1.490, H8 1.103, H9 1.103, H10 1.103
2 C 0.58378 -0.27253 -1.34386  C1 1.490, C3 1.540, H11 1.107, H12 1.107
3 C 2.10814 -0.10504 -1.48908  C2 1.540, S4 1.728, H13 1.107, H14 1.107
4 S 2.74454 1.38092 -0.87848  C3 1.728, C5 1.781
5 C 4.49804 1.27570 -1.17267  S4 1.781, S6 1.798, H15 1.107, H16 1.107
6 S 5.47329 2.76386 -0.91283  C5 1.798, C7 1.855
7 C 4.81787 3.85990 -2.25789  S6 1.855, H17 1.103, H18 1.103, H19 1.103
8 H -0.23812 1.07572 0.05223  C1 1.103
9 H 0.70774 -0.24341 0.81022  C1 1.103
10 H -0.92829 -0.57396 0.15950  C1 1.103
11 H 0.42913 -1.31510 -1.68234  C2 1.107
12 H 0.07859 0.39495 -2.06821  C2 1.107
13 H 2.56021 -0.95295 -0.93941  C3 1.107
14 H 2.39307 -0.20418 -2.55417  C3 1.107
15 H 4.86183 0.53010 -0.43974  C5 1.107
16 H 4.69687 0.87647 -2.18584  C5 1.107
17 H 3.73020 3.97870 -2.11844  C7 1.103
18 H 4.99456 3.32263 -3.20483  C7 1.103
19 H 5.27463 4.86122 -2.33100  C7 1.103
20 O 6.10284 6.80268 -4.61801  H21 0.984, H22 0.984
21 H 5.21517 6.38037 -4.66216  O20 0.984
22 H 6.71004 6.07631 -4.34976  O20 0.984


(3)
The following is a quantum chemistry calculation of 2 unconnected molecules or ions with the total composition C5H14OSi2 in a non-equilibrium geometry, from OMol25.

Calculated values
LUMO	0.15	eV
total charge	0
2S+1	1
SMILES	C/C=[Si](\O)[SiH3].C=CC
max |F|	3.599	eV Å⁻¹
ΔE to the lowest compared entry with this formula, charge and spin	379.9	kJ/mol
molar mass	146.34	g mol⁻¹
HOMO energy	-7.8	eV

Bonds (Å) are listed after each position.
Atoms and positions in Å:
1 C 2.46348 0.86206 2.55913  C2 1.542, H6 1.098, H7 1.116, H8 1.039
2 C 2.11631 1.30963 1.12510  C1 1.542, Si3 1.730, H9 1.118
3 Si 1.93095 -0.03823 0.05655  C2 1.730, O4 1.661, Si5 2.284
4 O 1.39567 -1.45794 0.73351  Si3 1.661, H10 1.028
5 Si 1.96247 -0.97193 -2.02722  Si3 2.284, H11 1.576, H12 1.471, H13 1.504
6 H 3.19768 0.04520 2.54090  C1 1.098
7 H 1.46138 0.66624 3.01031  C1 1.116
8 H 2.85905 1.65381 3.10281  C1 1.039
9 H 2.10289 2.41946 0.98875  C2 1.118
10 H 1.34993 -1.53281 1.75747  O4 1.028
11 H 2.40232 0.12510 -3.06983  Si5 1.576
12 H 3.01198 -2.00060 -1.95617  Si5 1.471
13 H 1.02502 -1.73741 -2.91958  Si5 1.504
14 C -1.80007 0.70824 -0.28830  C15 1.276, H17 1.115, H18 1.060
15 C -2.09082 -0.50802 -0.54039  C14 1.276, C16 1.446, H19 1.051
16 C -2.78587 -0.95716 -1.72603  C15 1.446, H20 1.104, H21 1.051, H22 1.100
17 H -2.22563 1.45796 -0.99557  C14 1.115
18 H -1.02125 0.90432 0.40358  C14 1.060
19 H -1.86331 -1.18539 0.22996  C15 1.051
20 H -2.28230 -1.84304 -2.15104  C16 1.104
21 H -3.73490 -1.35814 -1.51913  C16 1.051
22 H -2.87952 -0.05597 -2.34995  C16 1.100


(4)
The following is a quantum chemistry calculation of 2 unconnected molecules or ions with the total composition C5H14S in a non-equilibrium geometry, from OMol25.

Calculated values
LUMO	0.95	eV
total charge	0
2S+1	1
SMILES	CCSC.CC
max |F|	1.870	eV Å⁻¹
ΔE to the lowest compared entry with this formula, charge and spin	53.9	kJ/mol
molar mass	106.23	g mol⁻¹
HOMO energy	-8.5	eV

Bonds (Å) are listed after each position.
Atoms and positions in Å:
1 C 1.52497 0.28237 -0.89306  C2 1.520, H5 1.113, H6 1.097, H7 1.094
2 C 0.34230 0.34282 -1.84595  C1 1.520, S3 1.812, H8 1.103, H9 1.088
3 S 0.29085 1.88805 -2.79099  C2 1.812, C4 1.802
4 C -0.04288 3.09342 -1.49360  S3 1.802, H10 1.101, H11 1.102, H12 1.080
5 H 1.70529 -0.79412 -0.67517  C1 1.113
6 H 1.44310 0.66965 0.13047  C1 1.097
7 H 2.45019 0.66518 -1.33263  C1 1.094
8 H 0.53028 -0.45361 -2.58502  C2 1.103
9 H -0.62046 0.10934 -1.39706  C2 1.088
10 H -0.91211 3.71118 -1.76940  C4 1.101
11 H -0.42734 2.74741 -0.52005  C4 1.102
12 H 0.79655 3.74509 -1.29969  C4 1.080
13 C -0.70697 -2.63258 2.50484  C14 1.557, H15 1.092, H16 1.087, H17 1.092
14 C -1.09306 -1.38517 1.65670  C13 1.557, H18 1.110, H19 1.075, H20 1.094
15 H -0.96787 -3.54632 1.96598  C13 1.092
16 H 0.35828 -2.65098 2.72033  C13 1.087
17 H -1.20226 -2.52651 3.47277  C13 1.092
18 H -2.16814 -1.34675 1.38174  C14 1.110
19 H -0.56569 -1.49239 0.72625  C14 1.075
20 H -0.73506 -0.42610 2.04354  C14 1.094


(5)
The following is a quantum chemistry calculation of 2 unconnected molecules or ions with the total composition C5H14S in a non-equilibrium geometry, from OMol25.

Calculated values
LUMO	0.95	eV
total charge	0
2S+1	1
SMILES	CCC.CSC
max |F|	1.923	eV Å⁻¹
ΔE to the lowest compared entry with this formula, charge and spin	61.4	kJ/mol
molar mass	106.23	g mol⁻¹
HOMO energy	-8.5	eV

Bonds (Å) are listed after each position.
Atoms and positions in Å:
1 C -0.48266 -0.31197 -2.48655  C2 1.526, H4 1.089, H5 1.087, H6 1.096
2 C 0.43819 0.82969 -2.06715  C1 1.526, C3 1.556, H7 1.088, H8 1.091
3 C -0.20330 2.23207 -2.27160  C2 1.556, H9 1.086, H10 1.087, H11 1.088
4 H -1.04569 -0.63958 -1.61430  C1 1.089
5 H -0.01682 -1.15097 -2.99667  C1 1.087
6 H -1.24317 0.05833 -3.18354  C1 1.096
7 H 1.37328 0.89900 -2.61932  C2 1.088
8 H 0.66998 0.73024 -1.00616  C2 1.091
9 H 0.55511 2.95894 -1.99684  C3 1.086
10 H -0.50010 2.32324 -3.31322  C3 1.087
11 H -1.06034 2.36194 -1.61341  C3 1.088
12 C -1.41844 -0.55383 1.80901  S13 1.813, H15 1.097, H16 1.081, H17 1.087
13 S 0.21217 -1.17590 1.31846  C12 1.813, C14 1.841
14 C 1.38255 -0.15257 2.30519  S13 1.841, H18 1.087, H19 1.082, H20 1.089
15 H -1.39274 0.53849 1.70795  C12 1.097
16 H -1.62070 -0.87613 2.82069  C12 1.081
17 H -2.08718 -0.75412 0.97588  C12 1.087
18 H 2.12188 -0.74254 2.84048  C14 1.087
19 H 1.83662 0.50526 1.57596  C14 1.082
20 H 0.76854 0.30614 3.07815  C14 1.089


What is the formula in the first record?
C5H14OS


Please write out number 3 again, unchanged.
The following is a quantum chemistry calculation of 2 unconnected molecules or ions with the total composition C5H14OSi2 in a non-equilibrium geometry, from OMol25.

Calculated values
LUMO	0.15	eV
total charge	0
2S+1	1
SMILES	C/C=[Si](\O)[SiH3].C=CC
max |F|	3.599	eV Å⁻¹
ΔE to the lowest compared entry with this formula, charge and spin	379.9	kJ/mol
molar mass	146.34	g mol⁻¹
HOMO energy	-7.8	eV

Bonds (Å) are listed after each position.
Atoms and positions in Å:
1 C 2.46348 0.86206 2.55913  C2 1.542, H6 1.098, H7 1.116, H8 1.039
2 C 2.11631 1.30963 1.12510  C1 1.542, Si3 1.730, H9 1.118
3 Si 1.93095 -0.03823 0.05655  C2 1.730, O4 1.661, Si5 2.284
4 O 1.39567 -1.45794 0.73351  Si3 1.661, H10 1.028
5 Si 1.96247 -0.97193 -2.02722  Si3 2.284, H11 1.576, H12 1.471, H13 1.504
6 H 3.19768 0.04520 2.54090  C1 1.098
7 H 1.46138 0.66624 3.01031  C1 1.116
8 H 2.85905 1.65381 3.10281  C1 1.039
9 H 2.10289 2.41946 0.98875  C2 1.118
10 H 1.34993 -1.53281 1.75747  O4 1.028
11 H 2.40232 0.12510 -3.06983  Si5 1.576
12 H 3.01198 -2.00060 -1.95617  Si5 1.471
13 H 1.02502 -1.73741 -2.91958  Si5 1.504
14 C -1.80007 0.70824 -0.28830  C15 1.276, H17 1.115, H18 1.060
15 C -2.09082 -0.50802 -0.54039  C14 1.276, C16 1.446, H19 1.051
16 C -2.78587 -0.95716 -1.72603  C15 1.446, H20 1.104, H21 1.051, H22 1.100
17 H -2.22563 1.45796 -0.99557  C14 1.115
18 H -1.02125 0.90432 0.40358  C14 1.060
19 H -1.86331 -1.18539 0.22996  C15 1.051
20 H -2.28230 -1.84304 -2.15104  C16 1.104
21 H -3.73490 -1.35814 -1.51913  C16 1.051
22 H -2.87952 -0.05597 -2.34995  C16 1.100